<i>
Molecular formula: C24H28N6O3
Method: DFT, the ωB97M-V functional and the def2-TZVPD basis

Geometry as XYZ:
```
61
C24H28N6O3 (the ωB97M-V functional and the def2-TZVPD basis)
H -4.738 -0.644 -0.506
C 1.513 -2.245 -1.919
N 2.358 0.407 0.741
N 0.806 -1.381 0.889
C -1.084 0.520 0.039
N 0.181 1.330 -2.879
H 0.520 -2.652 3.248
H -2.977 -2.279 0.157
H -0.833 2.113 2.535
H -2.047 -2.096 -3.203
H 2.333 1.722 4.498
C 1.770 -2.239 1.553
C -0.531 -3.372 -2.363
H 2.762 -1.846 1.327
H 1.649 -3.246 1.148
C 1.041 1.984 0.065
C -0.466 -1.843 0.666
C -0.210 -1.054 -2.824
O 0.524 -0.088 3.288
C 0.303 1.086 4.052
H -4.129 1.744 -0.750
H -1.854 2.481 -0.415
C -2.751 -1.233 0.015
C -3.379 1.016 -0.482
C -0.992 1.702 3.529
O -1.402 2.930 -2.878
C 1.520 -2.257 3.062
C -1.035 -2.174 -2.835
H -1.147 -4.259 -2.349
H 1.204 -4.332 -1.528
H 1.156 3.031 4.400
H -0.318 3.640 -0.056
H 0.165 0.793 5.109
H 0.529 4.503 -2.214
C 1.459 2.084 3.963
C -3.720 -0.323 -0.344
H -1.323 2.498 4.190
N 2.268 1.700 0.382
H 2.251 -2.917 3.529
C 1.630 -0.869 3.690
C -2.078 1.438 -0.288
H -1.766 0.941 3.469
C 1.160 -0.095 0.641
H 2.535 -2.209 -1.562
H 1.405 4.025 0.027
N 0.254 0.850 0.208
H 2.569 -0.395 3.373
H -1.703 0.489 -3.069
O -0.754 -3.012 0.843
C -0.270 2.570 -2.618
C -0.671 0.273 -3.364
C 0.776 -3.416 -1.901
H 1.108 1.023 -2.613
N 1.034 -1.095 -2.365
C 0.670 3.344 -0.407
H 1.633 -0.962 4.787
H -0.642 0.235 -4.463
H 1.736 2.247 2.923
C 0.750 3.471 -1.941
C -1.432 -0.828 0.214
H 1.759 3.219 -2.267
```

## Properties
Structure (SMILES): CC(C)OCCCn1c(=O)c2ccccc2n2c(CCC(=O)NCc3ccccn3)nnc12
LUMO level (eV): 0.366
Highest occupied orbital energy (eV): -8.5
2S+1: 1
HOMO-LUMO gap (eV): 8.89

Atomic partial charges in e from the Mulliken method, atoms 1 to 4:
1. H 0.447
2. C -0.391
3. N -0.434
4. N 0.772


<ii>
Molecular formula: C24H28N6O3
Method: DFT, the ωB97M-V functional and the def2-TZVPD basis

Geometry as XYZ:
```
61
C24H28N6O3 (the ωB97M-V functional and the def2-TZVPD basis)
C 3.673 1.286 -1.476
H 2.493 -1.773 -2.294
H -7.771 1.147 1.137
H 1.958 -2.872 1.786
C 4.870 0.690 1.442
H 1.405 -5.090 0.943
H -6.654 -1.112 1.166
C -0.485 -3.263 -1.164
N 4.414 1.773 0.780
C -0.174 -1.985 -0.702
C -1.260 1.585 -1.239
N 1.759 1.356 1.569
H 4.295 -0.698 -0.942
H 0.925 -0.304 -3.565
C 4.711 1.976 -0.624
H 4.710 3.044 -0.845
H 1.241 2.170 -3.411
C 0.091 -4.377 -0.592
C 3.585 -0.105 -1.498
H -0.149 -5.363 -0.958
C 1.940 0.069 1.599
H -5.316 -0.564 2.186
H 3.560 2.202 1.121
C -5.669 -0.655 1.162
H -1.987 2.182 0.698
C -0.869 -0.840 -1.321
H -6.525 1.711 2.264
C 0.747 -1.834 0.345
H 4.821 -0.079 3.438
H 3.432 -1.421 1.845
C 1.714 0.117 -2.961
C 2.587 -0.696 -2.253
C 0.361 0.538 0.195
H -6.021 0.613 -0.547
C 0.969 -4.222 0.472
O -1.656 -0.955 -2.239
C -3.484 0.935 -0.214
H -3.864 0.707 -1.222
O -4.519 1.436 0.596
H -6.810 2.586 0.761
H -1.193 -3.343 -1.975
H -3.077 0.004 0.209
O 5.763 -0.027 1.032
N 2.835 2.059 -2.149
H -1.654 1.350 -2.231
H 2.566 -0.981 3.333
C 3.000 -0.590 2.408
C -6.788 1.600 1.216
H 5.700 1.548 -0.813
N 1.045 -0.536 0.733
N -0.583 0.387 -0.769
C 1.888 1.489 -2.874
C -2.389 1.996 -0.298
H -4.991 -1.303 0.612
H -0.516 2.381 -1.297
N 0.776 1.661 0.703
C 4.130 0.397 2.742
C 1.294 -2.965 0.945
C -5.747 0.732 0.517
H 3.721 1.304 3.181
H -2.830 2.924 -0.661
```

## Properties
Structure (SMILES): CC(C)OCCCn1c(=O)c2ccccc2n2c(CCC(=O)NCc3ccccn3)nnc12
LUMO level (eV): -0.071
Highest occupied orbital energy (eV): -8.9
2S+1: 1
HOMO-LUMO gap (eV): 8.79

Atomic partial charges in e from the Mulliken method, atoms 1 to 4:
1. C 0.753
2. H 0.487
3. H 0.416
4. H 0.457


Stability, highest: <i>


<i>
Molecular formula: C3H4NO3S
Method: DFT, the ωB97M-V functional and the def2-TZVPD basis

Geometry as XYZ:
```
12
C3H4NO3S (the ωB97M-V functional and the def2-TZVPD basis)
S -2.886 1.509 0.271
H -2.136 1.888 1.296
C 2.243 0.515 -0.150
H -1.107 -1.018 -1.511
O 2.210 -0.202 0.984
C 0.389 -0.631 -0.089
H -1.355 -1.749 0.113
C -0.973 -0.902 -0.441
N 1.011 -0.935 1.011
O 1.136 0.248 -0.862
H -1.657 0.024 -0.150
O 3.125 1.254 -0.471
```

## Properties
LUMO level (eV): 3.510
Charge: -1
Highest occupied orbital energy (eV): -3.3
2S+1: 1
HOMO-LUMO gap (eV): 6.81

Atomic partial charges in e from the Mulliken method, atoms 1 to 4:
1. S -0.774
2. H -0.013
3. C 0.715
4. H 0.292


<ii>
Molecular formula: C3H4NO3S
Method: DFT, the ωB97M-V functional and the def2-TZVPD basis

Geometry as XYZ:
```
12
C3H4NO3S (the ωB97M-V functional and the def2-TZVPD basis)
O 2.416 -1.410 0.024
N -3.078 -2.217 0.833
O 2.136 0.602 -0.982
C -0.054 0.885 0.476
H 0.443 1.643 -1.772
S -0.795 1.322 -1.175
C -2.097 -1.676 0.601
O 0.544 -0.310 0.384
H -1.146 -1.254 0.353
H -0.985 1.045 0.985
C 1.874 -0.396 -0.274
H 0.743 1.765 0.547
```

## Properties
LUMO level (eV): 3.411
Charge: -1
Highest occupied orbital energy (eV): -5.4
2S+1: 1
HOMO-LUMO gap (eV): 8.83

Atomic partial charges in e from the Mulliken method, atoms 1 to 4:
1. O -0.637
2. N -0.430
3. O -0.692
4. C -0.507


Stability, highest: <ii>


<i>
Molecular formula: C22H24FN3O3S
Method: DFT, the ωB97M-V functional and the def2-TZVPD basis

Geometry as XYZ:
```
54
C22H24FN3O3S (the ωB97M-V functional and the def2-TZVPD basis)
N -1.760 0.055 -1.587
H 0.069 -0.627 -3.246
H -1.935 -1.644 2.108
S 0.979 -1.611 2.410
H -2.034 2.079 0.185
C -1.190 -3.283 0.924
H 1.354 0.395 -2.560
C -2.327 -2.416 1.451
H -4.072 -1.108 -1.799
C 4.869 0.509 -0.239
H -1.897 -0.764 -2.167
C 3.797 -0.459 -0.648
H 4.096 -1.477 -0.393
H -4.077 2.666 1.369
H 5.805 3.740 -0.638
C -5.239 0.046 -0.439
C -4.098 1.838 0.678
C 0.506 -0.247 -2.322
C -5.263 1.112 0.463
C -0.510 0.568 -1.520
C -6.547 2.411 1.988
H 7.649 0.667 1.702
H 1.741 -2.000 -2.049
F 5.943 -1.141 1.068
C -2.911 0.452 -0.888
H 3.648 -0.399 -1.729
O -6.459 1.350 1.068
C 4.860 1.825 -0.683
C -2.931 1.510 0.008
H -2.864 -1.940 0.633
H 4.079 2.147 -1.355
N 1.463 -1.102 -0.170
C 5.833 2.723 -0.280
C 6.877 1.013 1.034
N -0.219 -2.501 0.190
C 6.841 2.319 0.579
H 7.601 3.017 0.894
H 2.128 0.868 -0.217
H -7.578 2.412 2.338
H -0.668 -3.762 1.756
H -3.022 -3.032 2.013
H -6.147 -0.513 -0.599
C 5.893 0.134 0.622
C -0.187 -2.384 -1.161
O -0.945 -2.897 -1.951
H -6.325 3.373 1.515
H 2.657 -0.119 1.160
H -1.569 -4.041 0.235
C -4.080 -0.279 -1.105
C 0.977 -1.447 -1.483
H -5.877 2.261 2.840
O -0.176 1.543 -0.880
C 0.754 -1.717 0.796
C 2.489 -0.123 0.080
```

## Properties
Structure (SMILES): CCN1C(=O)[C@@H](CC(=O)Nc2ccc(OC)cc2)N(CCc2ccccc2F)C1=S
LUMO level (eV): 0.506
Highest occupied orbital energy (eV): -8.1
2S+1: 1
HOMO-LUMO gap (eV): 8.62

Atomic partial charges in e from the Mulliken method, atoms 1 to 4:
1. N 0.027
2. H 0.511
3. H 0.300
4. S -0.346


<ii>
Molecular formula: C22H24FN3O3S
Method: DFT, the ωB97M-V functional and the def2-TZVPD basis

Geometry as XYZ:
```
54
C22H24FN3O3S (the ωB97M-V functional and the def2-TZVPD basis)
C 2.105 0.364 0.236
C 2.769 2.616 3.238
N 2.319 0.007 1.624
H -4.059 -2.754 -1.164
C 1.440 -2.018 -0.255
H -2.633 -1.008 -5.772
C -2.783 -1.253 -3.663
C 2.199 4.906 2.925
C -2.501 -0.542 -4.807
C -2.431 0.019 -0.291
H 0.259 5.347 2.143
N -0.826 -2.876 -0.212
O 1.339 -0.075 3.933
H -2.408 0.105 0.779
C -2.044 0.778 -4.751
H 2.361 -2.232 -0.808
H 0.102 -0.343 0.004
H 0.753 -2.192 1.803
H -0.356 2.911 1.996
H 3.444 1.833 3.544
C -2.601 -0.630 -2.428
C 1.522 2.270 2.751
S 1.108 0.529 2.657
C 0.338 -2.869 -0.890
H -3.468 -2.344 0.454
C 1.076 -0.539 -0.443
C -1.858 1.421 -3.546
F 2.534 6.204 3.007
O -0.215 0.413 2.095
H -0.933 -2.285 0.598
C 0.946 4.570 2.440
H -2.305 -4.355 -0.287
C -2.140 0.708 -2.388
H -1.506 2.441 -3.502
O 0.508 -3.474 -1.928
C -2.047 -3.407 -0.774
C 0.610 3.229 2.356
C -3.193 -2.400 -0.601
C -2.782 -1.043 -1.072
H 1.772 1.405 0.220
H 1.020 -0.304 -1.508
C 1.671 -2.330 1.227
C 2.717 -1.377 1.802
H 3.684 -1.512 1.309
H 3.072 0.299 -0.272
H 2.001 -3.363 1.345
H -3.136 -2.272 -3.718
H -1.848 -3.600 -1.831
H 4.081 4.261 3.705
H -1.744 1.968 -0.735
N -2.050 1.075 -1.076
H 2.833 -1.533 2.875
C 3.120 3.951 3.329
H -1.834 1.301 -5.672
```

## Properties
Structure (SMILES): O=C(NCCc1c[nH]c2ccccc12)C1CCN(S(=O)(=O)c2ccc(F)cc2)CC1
LUMO level (eV): 0.331
Highest occupied orbital energy (eV): -7.9
2S+1: 1
HOMO-LUMO gap (eV): 8.22

Atomic partial charges in e from the Mulliken method, atoms 1 to 4:
1. C -1.663
2. C -0.315
3. N 0.215
4. H 0.409


<iii>
Molecular formula: C22H24FN3O3S
Method: DFT, the ωB97M-V functional and the def2-TZVPD basis

Geometry as XYZ:
```
54
C22H24FN3O3S (the ωB97M-V functional and the def2-TZVPD basis)
C 5.635 1.528 -0.297
C -1.318 2.091 -0.841
C -0.288 2.810 -0.247
H -1.437 2.694 2.933
C -1.423 2.514 1.869
H -0.293 -0.105 0.214
N -3.151 -1.874 -0.226
H 0.878 -3.898 0.138
C -2.403 1.574 -0.089
C 0.166 -3.312 0.722
C -3.245 0.875 -1.010
N -1.501 1.722 -2.141
H -3.995 -0.734 1.230
O -2.006 -1.755 1.705
H -1.340 -3.596 -0.793
H 3.276 3.144 1.504
C 5.016 2.543 0.413
O 3.620 -2.457 0.554
H 0.936 0.031 -1.069
H -0.290 -3.957 1.474
H 1.777 -2.581 1.969
C -4.260 -1.067 0.225
C 3.701 0.125 0.061
C 3.096 1.143 0.775
O 2.786 -1.653 -1.628
C -0.913 -2.765 -0.219
F 5.559 -0.659 -1.148
S 2.910 -1.476 -0.208
H -2.981 0.606 -3.183
N 1.429 -1.199 0.498
H -1.029 -1.306 -1.836
H -3.265 1.430 1.882
H 2.115 0.980 1.190
H 6.620 1.650 -0.718
C 0.918 -2.183 1.429
C -4.504 0.131 -0.704
H -5.226 0.795 -0.221
H 0.536 3.191 -0.833
H -3.141 -2.140 -1.198
H -0.887 1.945 -2.905
C 4.964 0.327 -0.464
C -0.276 -1.757 -1.186
C -0.355 3.009 1.114
C -2.653 0.989 -2.235
C -2.448 1.804 1.286
C 3.752 2.352 0.948
H 0.468 -2.262 -1.805
H 5.527 3.484 0.551
H -4.942 -0.219 -1.642
C 0.429 -0.659 -0.393
H 0.429 3.561 1.611
H -5.168 -1.678 0.284
C -2.054 -2.083 0.537
H 0.247 -1.671 2.122
```

## Properties
Structure (SMILES): O=C(NCCc1c[nH]c2ccccc12)C1CCN(S(=O)(=O)c2ccccc2F)CC1
LUMO level (eV): 0.558
Highest occupied orbital energy (eV): -8.2
2S+1: 1
HOMO-LUMO gap (eV): 8.76

Atomic partial charges in e from the Mulliken method, atoms 1 to 4:
1. C -0.679
2. C -0.682
3. C -0.583
4. H 0.407


Stability, highest: <i>


<i>
Molecular formula: C11H11N
Method: DFT, the ωB97M-V functional and the def2-TZVPD basis

Geometry as XYZ:
```
23
C11H11N (the ωB97M-V functional and the def2-TZVPD basis)
C -0.690 -0.205 -2.807
H -2.631 -1.003 2.280
N 1.023 0.244 1.856
H -1.426 1.949 -2.776
C 0.098 0.399 0.777
H 2.317 0.777 -0.572
C -0.628 -0.849 3.129
H -1.514 -0.603 -3.470
H 1.716 -1.619 -0.728
C -1.262 0.102 0.928
C 0.021 -1.098 -2.089
H 1.304 -0.348 3.855
C -1.537 -0.756 2.058
H -2.018 0.124 0.120
C -0.489 1.194 -2.697
H 0.571 0.811 -0.059
H 0.682 2.575 -1.516
H -1.059 -1.432 4.010
C 0.564 1.539 -1.794
C 1.121 -0.711 -1.353
H -0.431 -2.111 -2.154
C 0.600 -0.274 2.999
C 1.424 0.521 -1.148
```

## Properties
LUMO level (eV): 0.723
Highest occupied orbital energy (eV): -8.6
2S+1: 1
HOMO-LUMO gap (eV): 9.34

Atomic partial charges in e from the Mulliken method, atoms 1 to 4:
1. C -0.181
2. H 0.275
3. N -0.531
4. H 0.261


<ii>
Molecular formula: C11H11N
Method: DFT, the ωB97M-V functional and the def2-TZVPD basis

Geometry as XYZ:
```
23
C11H11N (the ωB97M-V functional and the def2-TZVPD basis)
H -2.928 1.924 -0.180
C 1.946 -1.308 0.135
H 2.859 2.122 -0.078
C 2.343 1.027 -0.122
C -2.697 -0.263 -0.594
H 0.152 -0.058 1.880
H 2.335 -2.349 0.361
N -2.156 -1.489 -0.237
C 0.765 -1.187 -0.647
H -0.535 -2.073 1.007
C 0.975 1.212 -0.883
C -2.315 1.097 -0.076
C -0.702 -0.013 1.220
C -1.440 1.155 0.930
H -0.979 1.938 1.680
H 0.357 -1.960 -1.010
H -3.626 -0.220 -1.318
H 3.945 -0.341 0.714
H 0.438 2.305 -0.799
C -1.014 -1.300 0.614
C 2.827 -0.205 0.280
H -0.702 -0.055 -1.810
C 0.151 0.040 -1.067
```

## Properties
Structure (SMILES): c1ccccc1.c1ccncc1
LUMO level (eV): 0.031
Highest occupied orbital energy (eV): -7.8
2S+1: 1
HOMO-LUMO gap (eV): 7.84

Atomic partial charges in e from the Mulliken method, atoms 1 to 4:
1. H 0.550
2. C -0.304
3. H 0.229
4. C -0.304


Stability, highest: <i>